{"formula": "C4H11NO", "method": "ωB97M-V/def2-TZVPD", "total_charge": 0, "smiles": "CC=O.CNC", "multiplicity": 1, "homo_lumo_gap_ev": 9.96, "elements": ["C", "C", "O", "H", "H", "H", "H", "C", "N", "C", "H", "H", "H", "H", "H", "H", "H"], "positions_angstrom": [[1.5691, -0.2338, 0.7921], [1.5776, -0.4451, -0.6457], [1.5474, 0.4753, -1.4805], [1.6440, -1.0750, 1.5280], [2.5762, 0.1500, 0.8468], [0.7974, 0.4910, 1.1314], [1.8403, -1.4071, -1.0680], [-1.8130, -1.0600, 0.1323], [-1.2588, 0.0368, 0.9097], [-1.2347, 1.2400, 0.0694], [-1.2715, -1.2643, -0.8872], [-2.7496, -0.7541, -0.1356], [-1.8465, -2.0515, 0.6858], [-1.8419, 0.2258, 1.7303], [-1.9350, 1.3628, -0.7920], [-1.1439, 2.1392, 0.6889], [-0.2305, 1.1166, -0.3407]], "forces_ev_per_angstrom": [[0.1, 0.2, 2.0], [0.4, 1.4, -3.0], [-0.4, -1.5, 1.8], [-0.7, 0.2, -1.2], [0.6, 0.9, 0.5], [1.1, -0.6, -0.2], [-0.1, -0.9, 0.1], [2.5, -2.1, -0.4], [-1.2, 0.3, 0.4], [1.8, 0.0, -0.1], [-0.5, 0.6, 2.0], [-3.0, 0.1, -1.0], [0.1, 1.3, -0.5], [0.0, -0.5, -0.4], [0.0, -0.3, 0.9], [-0.5, -0.1, -0.1], [-0.4, 0.9, -0.9]]}

***

{"formula": "CH20O9", "method": "ωB97M-V/def2-TZVPD", "total_charge": 0, "multiplicity": 1, "homo_lumo_gap_ev": 6.74, "elements": ["O", "H", "H", "H", "C", "O", "H", "H", "H", "O", "H", "H", "O", "H", "H", "O", "H", "H", "O", "H", "H", "O", "H", "H", "O", "H", "H", "O", "H", "H"], "positions_angstrom": [[-2.6448, 2.2160, 1.5776], [-1.9798, 1.5089, 1.4731], [-3.4768, 2.0481, 1.0396], [-2.3970, 3.1755, 1.3529], [-0.5469, 0.7069, 0.1000], [-1.0543, 0.0857, 1.3131], [-0.4072, 1.6488, 0.3971], [-1.1558, 0.7870, -0.6627], [0.3248, 0.2180, -0.2876], [1.5847, -2.9322, -1.1448], [0.8316, -2.6735, -0.6686], [1.9023, -2.1327, -1.0980], [0.3138, 0.1949, 2.9928], [0.5114, 0.9882, 3.1747], [-0.3018, 0.1528, 2.1695], [0.2966, 1.4670, -3.0266], [0.2021, 1.6978, -2.0662], [-0.3441, 0.8081, -3.4693], [-2.0774, -1.5999, 3.1154], [-1.7484, -0.9908, 2.3555], [-2.9048, -2.1365, 2.6652], [3.2945, -0.8955, -0.8174], [2.8978, -0.2140, -1.4774], [4.1976, -0.9801, -0.8225], [-0.4312, -2.3798, 0.2331], [-0.8204, -1.4160, 0.3743], [-1.2274, -2.9144, 0.1533], [2.5030, 0.8971, -2.9137], [1.5788, 1.1079, -2.8149], [3.0792, 1.5569, -3.2174]], "forces_ev_per_angstrom": [[-3.2, 4.0, -1.0], [2.3, -3.2, 0.0], [1.2, -0.3, 0.9], [0.2, -1.9, 0.6], [1.9, -3.4, 3.8], [-4.4, 1.5, -5.9], [1.8, 4.2, 0.7], [-4.0, -0.3, -3.8], [0.9, -0.2, 0.2], [-1.3, -6.5, -1.7], [-2.5, -0.9, 1.3], [4.6, 6.5, -0.2], [-0.5, -8.8, 0.1], [2.6, 9.3, 2.4], [1.7, 0.2, 1.6], [-3.3, 0.1, -0.3], [-1.0, -0.8, -1.4], [1.2, 1.5, 2.0], [-3.0, -0.9, -3.1], [-0.8, -1.7, 1.8], [3.3, 2.1, 1.7], [-4.8, 1.8, -0.7], [2.0, -1.4, 1.1], [3.1, 0.1, -0.5], [-2.2, 2.9, 0.6], [1.1, -2.8, 0.3], [0.1, -0.2, 0.0], [2.3, -2.9, 1.2], [0.0, 0.6, -0.9], [0.7, 1.5, -0.5]]}

***

For the records above, the corresponding energy relative to the best compared isomer or geometry (same formula, charge and spin) values read 62.7, 200.2 kcal per mole.
For the records above, the corresponding strongest force on any atom values read 3.31, 9.92 eV/A.